Molecular formula: C20H26FNO
Method: DFT, wB97M-V/def2-TZVPD

CARTESIAN COORDINATES (ANGSTROEM)
C (-1.17, 1.91, 2.28)
N (0.29, 1.73, 2.16)
C (1.01, 2.56, 3.11)
C (0.80, 1.85, 0.78)
C (0.93, 0.46, 0.14)
C (-0.49, -0.17, -0.09)
C (-1.04, -1.20, 0.68)
C (-2.38, -1.68, 0.50)
C (-3.17, -1.09, -0.50)
C (-4.51, -1.49, -0.71)
C (-5.28, -0.85, -1.67)
C (-4.78, 0.22, -2.42)
C (-3.44, 0.58, -2.24)
C (-2.65, -0.03, -1.30)
C (-1.34, 0.40, -1.09)
C (1.84, -0.39, 1.10)
C (2.26, -1.74, 0.53)
C (2.92, -1.62, -0.86)
O (3.03, -2.92, -1.44)
C (4.33, -0.94, -0.72)
F (4.86, -0.45, -1.87)
C (2.04, -0.79, -1.79)
C (1.67, 0.56, -1.21)
H (-1.44, 1.75, 3.35)
H (-1.71, 1.19, 1.72)
H (-1.47, 2.89, 1.99)
H (0.65, 3.59, 3.01)
H (0.83, 2.22, 4.13)
H (2.06, 2.54, 2.93)
H (1.80, 2.34, 0.73)
H (0.16, 2.52, 0.19)
H (-0.48, -1.63, 1.53)
H (-2.75, -2.46, 1.15)
H (-4.95, -2.29, -0.10)
H (-6.28, -1.23, -1.90)
H (-5.36, 0.77, -3.15)
H (-3.08, 1.38, -2.87)
H (-0.96, 1.22, -1.69)
H (2.73, 0.20, 1.34)
H (1.38, -0.55, 2.09)
H (2.95, -2.19, 1.26)
H (1.40, -2.40, 0.48)
H (2.14, -3.27, -1.60)
H (5.01, -1.68, -0.31)
H (4.27, -0.13, -0.02)
H (2.55, -0.63, -2.74)
H (1.12, -1.34, -1.96)
H (1.09, 1.16, -1.88)
H (2.61, 1.10, -1.03)

Its HOMO energy is -8.1 eV. The total charge is 0. The max |F| is 2.96 eV Å⁻¹.